Model a:
Density functional theory data (the ωB97M-V functional and the def2-TZVPD basis) for a cluster of 2 separate species, C4H13NOS in total.

Each line ends with the Mulliken charge.
Cartesian coordinates (Å):
C 0.82 -0.01 2.58  -0.803
N 0.96 0.13 1.10  -0.344
C -0.29 -0.14 0.36  -0.691
C -0.01 0.15 -1.11  -0.512
C 0.06 1.69 -1.35  -0.726
S -1.68 2.36 -1.63  -0.208
H 1.71 0.47 2.97  0.277
H 0.90 -1.07 2.87  0.270
H -0.14 0.37 2.90  0.299
H 1.58 -0.62 0.84  0.227
H -1.09 0.48 0.76  0.389
H -0.65 -1.17 0.48  0.363
H -0.87 -0.20 -1.68  0.377
H 0.88 -0.30 -1.54  0.306
H 0.76 1.98 -2.12  0.340
H 0.34 2.15 -0.41  0.314
H -1.59 3.13 -0.56  0.122
O 1.51 -5.49 1.15  -0.624
H 1.21 -4.73 0.66  0.304
H 2.39 -5.52 0.77  0.319

## Properties
Net charge: 0
Frontier orbital gap (hartree): 0.3483
HOMO energy (eV): -9.06

Model b:
Density functional theory data (the ωB97M-V functional and the def2-TZVPD basis) for a cluster of 2 separate species, C4H13NOS in total.

Each line ends with the Mulliken charge.
Cartesian coordinates (Å):
C 2.08 -1.12 -0.15  -1.042
C 1.51 -0.14 0.89  -0.515
N 0.16 0.40 0.68  -0.260
C -0.95 -0.42 1.21  -0.626
C -1.35 -1.61 0.33  -0.382
S -2.37 -1.05 -1.09  -0.208
H 1.71 -2.14 -0.06  0.297
H 1.88 -0.68 -1.13  0.272
H 3.13 -1.20 0.11  0.365
H 2.19 0.71 0.95  0.349
H 1.48 -0.51 1.91  0.369
H -0.04 0.63 -0.28  0.136
H -1.77 0.29 1.35  0.339
H -0.62 -0.76 2.20  0.337
H -0.49 -2.06 -0.16  0.135
H -2.02 -2.28 0.86  0.353
H -1.47 -0.31 -1.75  0.079
O -0.92 4.06 -2.35  -0.634
H -0.88 4.82 -1.78  0.319
H -1.25 3.38 -1.74  0.315

## Properties
Net charge: 0
Frontier orbital gap (hartree): 0.3484
HOMO energy (eV): -8.81

Computed relative energies in units of kcal/mol: model a 3.8; model b 0.0

Model a:
Density functional theory data (the ωB97M-V functional and the def2-TZVPD basis) for a cluster of 2 separate species, C5H17N3Si in total.

Each line ends with the Mulliken charge.
Cartesian coordinates (Å):
C -1.28 2.51 -0.29  -0.834
C -2.43 -1.00 0.46  -1.183
C -0.98 -1.63 -1.26  -0.909
C 2.22 -1.25 0.95  -1.130
C 2.50 0.70 -0.54  -1.016
N -0.03 1.86 -0.08  -0.053
N -1.36 -0.55 -0.36  0.264
N 1.67 -0.07 0.32  0.329
Si -0.01 0.23 0.40  -0.474
H -1.19 3.70 -0.62  0.271
H -1.98 2.02 -1.00  0.291
H -1.89 2.75 0.61  0.298
H -2.72 -0.15 0.98  0.373
H -3.24 -1.47 -0.15  0.358
H -2.08 -1.68 1.19  0.417
H -1.94 -2.26 -1.60  0.281
H -0.58 -1.22 -2.18  0.324
H -0.32 -2.45 -0.83  0.288
H 1.62 -1.49 1.84  0.335
H 2.16 -2.12 0.31  0.298
H 3.32 -1.02 1.35  0.368
H 2.88 1.71 0.03  0.213
H 3.45 0.21 -0.80  0.417
H 1.87 1.03 -1.37  0.402
H 0.82 2.37 0.18  0.240
H -0.49 -0.71 2.45  -0.167

## Properties
Net charge: 0
Frontier orbital gap (hartree): 0.3316
HOMO energy (eV): -8.21

Model b:
Density functional theory data (the ωB97M-V functional and the def2-TZVPD basis) for an isolated molecule of C5H17N3Si.

Each line ends with the Mulliken charge.
Cartesian coordinates (Å):
C -1.21 -2.21 -0.44  -1.040
N -0.72 -0.96 -0.97  0.165
C -1.12 -0.84 -2.38  -1.211
Si 0.56 0.11 -0.38  0.206
C 0.17 1.90 -0.95  -1.162
N 2.14 -0.04 -1.10  -0.571
N 0.27 0.18 1.51  0.113
C -0.89 0.23 2.29  -0.878
C 1.44 0.89 2.13  -0.934
H -0.82 -2.49 0.54  0.332
H -2.32 -2.25 -0.31  0.273
H -0.96 -2.97 -1.19  0.399
H -2.08 -1.28 -2.37  0.423
H -1.09 0.09 -2.76  0.412
H -0.46 -1.40 -3.13  0.260
H 0.38 2.25 -1.95  0.448
H -0.93 2.13 -0.98  0.314
H 0.53 2.52 -0.06  0.269
H 2.75 -0.85 -0.92  0.227
H 2.79 0.83 -1.00  0.255
H -0.68 0.71 3.25  0.391
H -1.74 0.73 1.83  0.269
H -1.18 -0.85 2.61  0.194
H 2.34 0.40 2.34  0.269
H 1.78 1.79 1.43  0.172
H 1.03 1.37 2.95  0.405

## Properties
Net charge: 0
Frontier orbital gap (hartree): 0.3197
HOMO energy (eV): -7.92

Computed relative energies in units of kcal/mol: model a 56.4; model b 0.0

Model a:
Density functional theory data (the ωB97M-V functional and the def2-TZVPD basis) for the ion C4H11NO2 with charge +1.

Each line ends with the Mulliken charge.
Cartesian coordinates (Å):
C -0.88 1.30 0.51  -0.476
O -2.17 1.58 0.06  -0.280
C -0.66 -0.23 0.15  0.107
C 0.78 -0.70 -0.12  0.181
C 1.79 -0.57 0.97  -1.471
O 1.22 0.10 -1.19  -0.546
N -1.30 -0.64 -1.18  -0.660
H -0.90 1.66 1.54  0.356
H -0.09 1.84 0.05  0.254
H -2.22 0.83 -0.65  0.560
H -1.33 -0.76 0.97  0.422
H 0.75 -1.75 -0.42  0.379
H 1.97 0.53 1.26  0.268
H 2.69 -0.82 0.61  0.446
H 1.39 -1.19 1.82  0.372
H 0.81 1.06 -1.23  0.371
H -1.34 -1.72 -1.27  0.345
H -0.52 -0.52 -1.89  0.373

## Properties
Net charge: +1
Frontier orbital gap (alpha / beta) (hartree): 0.4427 / 0.2007
HOMO energy (alpha / beta) (eV): -15.37 / -15.19
2S+1: 2
<S²>: 0.757

Model b:
Density functional theory data (the ωB97M-V functional and the def2-TZVPD basis) for a cluster of 2 separate species, C4H11NO2 in total.

Each line ends with the Mulliken charge.
Cartesian coordinates (Å):
C 1.06 2.06 -1.95  -1.361
C 0.34 1.18 -0.97  -0.119
N 1.27 0.32 -0.21  -0.015
C 0.64 -0.40 0.94  -0.593
C 0.31 -1.74 0.32  0.248
O -0.83 -1.89 0.02  -0.347
H 1.74 2.81 -1.65  0.428
H 0.35 2.50 -2.62  0.380
H 1.69 1.33 -2.68  0.329
H -0.43 0.59 -1.52  0.335
H -0.22 1.96 -0.20  0.326
H 2.08 0.89 0.03  0.367
H 1.42 -0.44 1.63  0.434
H -0.29 0.17 1.46  0.270
H 1.17 -2.49 -0.11  0.318
H -1.64 -0.54 1.34  0.297
H -3.06 -0.12 1.15  0.334
O -2.40 -0.06 1.81  -0.631

## Properties
Net charge: +1
Frontier orbital gap (alpha / beta) (hartree): 0.4005 / 0.2186
HOMO energy (alpha / beta) (eV): -15.05 / -15.00
2S+1: 2
<S²>: 0.756

Model c:
Density functional theory data (the ωB97M-V functional and the def2-TZVPD basis) for a cluster of 2 separate species, C4H11NO2 in total.

Each line ends with the Mulliken charge.
Cartesian coordinates (Å):
C 0.35 2.65 0.67  -0.823
C -0.31 1.42 0.39  0.944
O -0.39 0.57 1.35  -0.354
C -1.03 1.16 -0.86  -0.954
H 0.38 3.38 -0.12  0.318
H 0.72 2.86 1.66  0.338
H -0.85 -0.26 1.06  0.411
H -0.84 1.90 -1.62  0.394
H -0.81 0.16 -1.24  0.245
H -2.11 1.16 -0.64  0.359
N 1.51 -1.19 -0.45  -0.587
C 0.74 -2.28 0.08  -0.318
O -0.66 -1.91 0.00  -0.522
H 1.14 -0.88 -1.34  0.325
H 1.39 -0.45 0.22  0.260
H 0.95 -3.20 -0.45  0.378
H 1.03 -2.39 1.13  0.317
H -1.21 -2.69 0.15  0.268

## Properties
Net charge: +1
Frontier orbital gap (alpha / beta) (hartree): 0.3625 / 0.2298
HOMO energy (alpha / beta) (eV): -13.99 / -13.99
2S+1: 2
<S²>: 0.755

Computed relative energies in units of kcal/mol: model a 68.0; model b 53.5; model c 0.0

Model a:
Density functional theory data (the ωB97M-V functional and the def2-TZVPD basis) for a cluster of 2 separate species, CH5BrP2 in total.

Each line ends with the Mulliken charge.
Cartesian coordinates (Å):
C 1.24 0.65 -2.45  -0.280
P -1.05 -0.63 2.11  -0.130
P 0.69 -0.20 1.06  -0.022
Br 2.01 -0.78 -3.29  -0.032
H 0.73 0.43 -1.59  0.004
H 1.32 1.48 -2.98  0.356
H -0.98 -2.05 1.91  0.080
H -0.67 -0.72 3.49  0.055
H -0.17 -0.20 -0.18  -0.032

## Properties
Net charge: 0
Frontier orbital gap (alpha / beta) (hartree): 0.3044 / 0.2519
HOMO energy (alpha / beta) (eV): -8.48 / -8.35

Model b:
Density functional theory data (the ωB97M-V functional and the def2-TZVPD basis) for a cluster of 2 separate species, CH5BrP2 in total.

Each line ends with the Mulliken charge.
Cartesian coordinates (Å):
P -2.45 2.16 0.35  -0.007
P -2.21 0.53 -0.73  0.032
Br -2.57 -1.47 0.02  -0.126
H -1.15 0.16 -1.60  0.099
C 1.70 -0.28 0.35  -1.033
H 1.56 0.16 -0.53  0.273
H 2.54 0.17 0.84  0.306
H 0.90 -0.05 1.06  0.222
H 1.68 -1.40 0.24  0.233

## Properties
Net charge: 0
Frontier orbital gap (hartree): 0.2565
HOMO energy (eV): -8.50

Computed relative energies in units of kcal/mol: model a 56.4; model b 0.0